78
Properties=species:S:1:pos:R:3:forces:R:3 method="wB97M-V/def2-TZVPD" e_lumo_ev=-0.089 e_homo_ha=-0.3542 de_lowest_kcal_mol=54.73 orbital_gap_ev=9.55 total_energy_ev=-40287.914
C 10.887 2.091 -14.538 0.57 0.01 -0.39
C 10.576 1.537 -15.918 -1.49 -0.54 -0.14
O 10.632 2.557 -16.919 0.48 -0.18 0.39
H 10.442 3.081 -14.447 -0.04 -0.03 0.08
H 11.963 2.175 -14.361 -0.06 0.13 -0.08
H 10.486 1.440 -13.762 -0.10 -0.02 -0.03
H 9.534 1.157 -15.881 0.17 0.22 0.00
H 11.133 0.637 -16.203 0.50 0.35 0.12
H 10.608 2.130 -17.781 -0.02 -0.03 0.02
C 7.090 -6.017 -14.059 -0.06 -0.16 0.63
C 8.541 -6.465 -14.277 -0.17 1.08 0.61
C 9.502 -5.391 -13.767 0.88 -0.23 -0.72
O 9.604 -4.324 -14.725 -0.44 1.38 2.58
C 8.921 -3.137 -14.368 -0.40 0.14 0.60
N 8.856 -7.712 -13.583 -0.46 -0.13 0.06
H 7.002 -5.613 -13.041 0.04 0.02 -0.07
H 6.416 -6.878 -14.054 -0.03 0.08 -0.43
H 6.719 -5.247 -14.732 0.10 -0.12 -0.26
H 8.808 -6.485 -15.334 -0.59 -1.03 0.19
H 10.501 -5.844 -13.782 -0.07 -0.04 0.31
H 9.290 -5.017 -12.763 -0.15 0.03 0.02
H 7.845 -3.303 -14.256 0.05 0.00 -0.29
H 9.111 -2.403 -15.147 -0.06 0.00 -0.08
H 9.252 -2.735 -13.399 0.24 -0.07 -0.15
H 8.836 -7.539 -12.578 0.18 0.08 -0.08
H 8.055 -8.329 -13.709 0.32 -0.16 -0.17
C 10.243 -5.070 -16.846 -0.26 -2.06 -0.99
C 10.268 -6.022 -18.022 1.09 -0.35 -0.52
C 8.958 -6.135 -18.736 -0.44 -0.08 -1.13
O 7.971 -6.592 -17.843 0.48 0.12 0.28
C 6.687 -6.516 -18.385 -0.35 -0.30 -0.16
N 11.319 -5.648 -19.025 -0.35 -0.31 0.56
H 10.098 -4.039 -17.165 -0.52 -0.56 0.06
H 11.153 -5.152 -16.245 -0.59 -0.53 -0.98
H 9.446 -5.403 -16.178 0.39 0.49 -1.59
H 10.503 -7.041 -17.677 -0.15 0.14 0.38
H 9.032 -6.857 -19.574 0.16 -0.01 0.21
H 8.690 -5.197 -19.256 -0.10 0.13 0.55
H 6.649 -6.958 -19.390 0.03 0.17 -0.02
H 6.343 -5.479 -18.415 -0.14 0.00 -0.10
H 6.038 -7.124 -17.758 -0.12 0.17 0.12
H 11.423 -6.430 -19.668 -0.03 0.16 -0.12
H 12.196 -5.630 -18.509 0.00 0.22 -0.16
C 15.866 -1.441 -19.314 0.94 0.99 0.12
C 15.421 -2.498 -18.326 -0.47 -0.07 -1.31
C 16.558 -3.186 -17.622 0.01 -0.16 1.29
O 17.464 -3.724 -18.532 -0.63 0.20 -0.69
C 18.563 -4.265 -17.904 0.60 -0.31 1.86
N 14.432 -1.935 -17.419 -0.05 0.31 0.86
H 15.108 -1.206 -20.058 -0.14 -0.08 0.09
H 16.787 -1.720 -19.828 -0.21 -0.35 -0.08
H 16.159 -0.505 -18.808 -0.28 -0.11 0.10
H 14.896 -3.208 -18.976 0.03 -0.37 0.43
H 16.172 -3.974 -16.941 -0.11 -0.08 -0.40
H 17.056 -2.513 -16.891 0.07 0.27 -0.51
H 19.147 -4.871 -18.582 0.11 0.13 -0.26
H 18.271 -4.894 -17.037 -0.12 -0.18 -0.46
H 19.163 -3.487 -17.400 0.20 0.01 -0.54
H 14.877 -1.238 -16.817 0.05 -0.06 -0.18
H 14.062 -2.622 -16.765 -0.11 -0.10 -0.31
O 12.675 0.025 -18.488 0.16 0.00 0.29
H 13.298 -0.670 -18.161 0.08 0.09 -0.15
H 13.180 0.845 -18.457 -0.12 0.01 0.06
O 12.461 -1.098 -21.081 0.22 -0.15 0.20
H 11.983 -1.814 -20.631 -0.37 -0.26 -0.41
H 12.588 -0.502 -20.335 0.05 0.28 -0.06
O 7.760 -1.833 -17.681 0.06 -0.14 0.11
H 7.893 -1.130 -17.038 0.01 0.05 -0.06
H 8.657 -2.119 -17.903 -0.12 0.13 -0.06
O 10.541 -2.892 -19.848 -0.21 -0.46 -0.97
H 10.667 -3.855 -19.757 0.25 0.19 -0.02
H 10.538 -2.560 -18.937 0.01 -0.17 -0.19
O 12.201 -3.845 -15.603 1.01 0.80 0.85
H 12.874 -3.908 -14.918 0.06 0.16 0.08
H 11.346 -3.863 -15.128 0.01 -0.08 0.12
O 10.817 -2.117 -17.482 0.21 0.58 1.17
H 11.592 -1.573 -17.674 -0.06 0.33 0.03
H 11.151 -2.866 -16.964 0.34 0.40 -0.09